No. 1
ORCA calculation (the ωB97M-V functional and the def2-TZVPD basis) on the molecule C6H11NO2 in a non-equilibrium geometry.

The geometry in XYZ format:
```
20
Properties=species:S:1:pos:R:3:forces:R:3:nbo_charge:R:1
C 0.41732 0.81232 -1.87441 0.74 -0.25 0.20 -0.824
C 0.01687 0.13315 -0.69527 -0.03 0.09 -0.29 0.236
N -1.26641 0.81379 -0.34970 0.56 0.12 -1.19 -0.622
C -1.13106 1.84064 0.71023 0.02 0.06 0.04 -0.412
C 0.58362 -0.84725 0.07435 0.10 0.12 -0.07 -0.310
C 1.93983 -1.38121 -0.31585 -0.12 -0.03 -0.01 -0.611
C 0.00603 -1.42808 1.26289 0.06 0.35 0.73 0.754
O 0.57928 -2.15204 2.05351 -0.37 0.07 -0.38 -0.622
O -1.32635 -1.08655 1.51402 0.29 -0.10 -0.19 -0.759
H 1.45657 0.80091 -2.17355 0.05 -0.08 -0.01 0.224
H -0.24206 0.74925 -2.74020 -0.31 0.01 0.17 0.224
H -1.98040 0.12911 -0.07323 -0.14 0.37 -0.42 0.443
H -1.07343 1.40124 -1.36870 -0.98 -0.59 1.59 0.458
H -0.86735 1.37079 1.65347 0.01 -0.02 -0.05 0.225
H -0.35634 2.54203 0.40113 0.01 -0.12 -0.01 0.227
H -2.07818 2.36983 0.81109 0.02 -0.06 -0.02 0.208
H 2.74111 -0.74634 0.07129 0.02 -0.03 -0.03 0.210
H 2.03923 -1.42266 -1.40079 -0.01 0.05 -0.04 0.215
H 2.08818 -2.38169 0.08703 -0.01 0.04 0.02 0.234
H -1.54648 -1.51725 2.35269 0.09 -0.02 -0.05 0.502
```
Positions in Å, forces in eV/Å.

Relative energy (zero: lowest compared OMol25 entry of this formula, charge and spin), kcal/mol: 82.4
Frontier orbital gap, eV: 7.735
SMILES string: C=C([NH2+]C)/C(C)=C(/[O-])O
HOMO level, eV: -7.16

No. 2
ORCA calculation (the ωB97M-V functional and the def2-TZVPD basis) on the molecule C6H11NO2 in a non-equilibrium geometry.

The geometry in XYZ format:
```
20
Properties=species:S:1:pos:R:3:forces:R:3:nbo_charge:R:1
C -0.48677 1.80470 -0.66207 0.77 -2.22 -1.62 -0.629
C -0.31760 0.27212 -0.40055 -1.36 1.22 -0.85 0.172
O -0.25922 -0.32867 -1.67570 -0.15 -0.04 -0.28 -0.728
C -1.67130 -0.30622 0.14362 0.10 -0.80 -0.02 0.657
N -1.78357 0.04313 1.41569 -0.44 0.28 1.11 -0.803
O -2.50018 -1.02617 -0.45565 2.02 1.72 0.59 -0.635
C 0.86277 -0.07503 0.51019 0.08 -0.80 -1.46 -0.242
C 1.29788 -1.47122 0.29378 2.01 -1.68 1.39 -0.440
C 2.26243 -0.36224 -0.14484 -0.83 -0.93 2.27 -0.420
H 0.31763 2.03254 -1.35197 0.22 0.21 -0.09 0.226
H -0.47602 2.50312 0.09970 0.01 1.05 2.01 0.204
H -1.38500 1.87792 -1.21897 -1.02 0.45 -0.55 0.211
H -1.21544 -0.54659 -1.85281 1.16 -0.22 -0.05 0.499
H -1.08054 0.64676 1.84263 -0.76 -0.58 -0.08 0.402
H -2.50779 -0.40803 1.93884 -0.22 0.24 0.49 0.407
H 0.80301 0.18907 1.58396 0.12 0.05 -0.98 0.222
H 1.18165 -2.27763 -0.43794 -1.29 0.94 -0.08 0.248
H 1.43733 -1.93714 1.28445 0.70 0.09 -0.56 0.199
H 3.29204 -0.37834 0.26984 -1.13 0.79 0.22 0.227
H 2.22868 -0.25210 -1.18220 0.01 0.22 -1.49 0.222
```
Positions in Å, forces in eV/Å.

Relative energy (zero: lowest compared OMol25 entry of this formula, charge and spin), kcal/mol: 54.1
Frontier orbital gap, eV: 10.613
SMILES string: C[C@](O)(C(N)=O)C1CC1
HOMO level, eV: -9.92

No. 3
ORCA calculation (the ωB97M-V functional and the def2-TZVPD basis) on the molecule C6H11NO2 in a non-equilibrium geometry.

The geometry in XYZ format:
```
20
Properties=species:S:1:pos:R:3:forces:R:3:nbo_charge:R:1
C -2.01224 0.13455 1.63025 -3.08 2.21 0.56 -0.008
N -1.23432 -0.83294 1.50403 0.43 0.00 0.58 -0.449
C -0.67724 -1.12762 0.27308 0.70 2.03 -2.43 0.144
C -0.85446 -2.33661 -0.23814 -0.31 3.01 3.35 -0.424
C 0.13919 0.12375 -0.50550 0.33 -2.52 1.25 0.377
O -0.61421 1.23026 -0.49436 -0.93 2.13 1.13 -0.541
C 0.05071 2.45502 -0.70581 -1.82 2.30 -4.58 -0.255
O 1.34368 0.31936 0.21078 -0.33 -1.67 -0.47 -0.559
C 2.18017 -0.85029 0.00976 2.30 0.80 -0.10 -0.303
H -2.56947 0.30142 2.64809 1.36 -0.31 -1.71 0.165
H -2.39366 0.85846 0.77800 0.96 -1.59 1.60 0.174
H -1.35631 -3.01073 0.34194 -1.23 -1.83 1.38 0.202
H -0.56462 -2.59301 -1.12803 1.75 -1.31 -4.96 0.189
H 0.45226 -0.04989 -1.53737 -0.26 -0.99 -0.35 0.142
H -0.50178 3.40086 -0.37435 0.14 -1.90 -0.11 0.203
H 0.17188 2.64481 -1.92749 -0.43 -0.57 2.73 0.147
H 1.02667 2.57664 -0.39354 1.94 -0.53 1.27 0.197
H 3.04499 -0.47956 0.66599 -0.83 -1.40 -0.99 0.210
H 2.61415 -0.87887 -1.13472 -1.35 -0.18 2.68 0.176
H 1.75462 -1.88562 0.37738 0.67 2.30 -0.85 0.213
```
Positions in Å, forces in eV/Å.

Relative energy (zero: lowest compared OMol25 entry of this formula, charge and spin), kcal/mol: 125.8
Frontier orbital gap, eV: 9.780
SMILES string: C=NC(=C)C(OC)OC
HOMO level, eV: -8.82

No. 4
ORCA calculation (the ωB97M-V functional and the def2-TZVPD basis) on a structure of composition C6H11NO2 in a non-equilibrium geometry.

The geometry in XYZ format:
```
20
Properties=species:S:1:pos:R:3:forces:R:3:nbo_charge:R:1
C -2.23693 0.46040 0.22768 0.13 -0.26 -0.36 -0.687
C 1.44801 -0.54210 -1.38135 -0.38 0.24 -0.05 -0.655
C 1.05693 0.25022 1.01385 -0.08 1.28 0.65 0.316
C -0.79833 0.88472 0.11839 1.42 -2.13 -0.88 0.321
C 0.58750 -0.51345 -0.14436 -2.14 1.05 -0.48 0.076
N -0.16850 -1.72772 -0.00138 0.36 -0.33 0.09 -0.839
C 0.00820 1.05395 1.32275 1.11 -0.34 0.46 -0.357
O 2.33852 0.31627 1.48339 -0.39 -0.38 0.20 -0.667
O -0.51533 1.76325 -0.92857 -0.20 0.77 -0.08 -0.717
H 2.82635 -0.46480 1.19628 -0.04 0.04 0.01 0.477
H -1.26031 1.83958 -1.53745 0.06 -0.21 0.21 0.473
H -0.65800 -1.75576 0.88477 0.06 -0.08 0.01 0.367
H 0.42947 -2.54501 -0.08500 -0.10 -0.08 0.13 0.351
H -0.21772 1.62590 2.21188 0.16 0.24 0.00 0.206
H -2.91716 1.27686 -0.02394 -0.03 0.05 0.05 0.216
H -2.41875 -0.37070 -0.46295 -0.06 0.04 -0.02 0.235
H -2.46505 0.09838 1.23005 0.02 0.10 -0.01 0.223
H 0.80729 -0.62442 -2.26211 0.03 -0.01 0.01 0.231
H 2.02569 0.37602 -1.46643 0.06 -0.01 -0.02 0.230
H 2.12812 -1.40157 -1.39552 0.01 0.01 0.07 0.201
```
Positions in Å, forces in eV/Å.

Relative energy (zero: lowest compared OMol25 entry of this formula, charge and spin), kcal/mol: 78.1
Frontier orbital gap, eV: 8.360
HOMO level, eV: -7.68

No. 5
ORCA calculation (the ωB97M-V functional and the def2-TZVPD basis) on a cluster of 2 separate species, C6H11NO5 in total in a non-equilibrium geometry.

The geometry in XYZ format:
```
23
Properties=species:S:1:pos:R:3:forces:R:3:nbo_charge:R:1
C 1.12369 -2.26671 -0.50960 0.09 -0.66 -0.89 -0.736
C 1.03320 -1.31796 0.64282 -0.43 0.33 1.17 0.625
O 1.42428 -1.56980 1.74740 -0.39 0.25 -1.05 -0.463
C 0.36659 0.18976 0.30830 -2.13 -1.44 -2.27 -0.004
C -1.21328 0.43725 0.54055 1.47 -0.34 0.24 0.211
C -1.61198 1.76816 -0.08593 0.26 0.23 -0.35 -0.639
C -2.09557 -0.69682 0.04924 -0.11 -0.32 -0.05 -0.646
O -1.18584 0.54848 1.94383 -1.64 -0.28 0.84 -0.705
O 1.11166 1.02200 0.89147 1.81 2.02 1.58 -0.328
O 2.79898 2.26044 -1.54233 1.63 -1.34 1.79 -0.263
N 3.65408 1.69254 -0.87710 0.87 0.97 -2.80 0.522
O 4.81788 1.44126 -1.15717 -2.53 0.37 1.01 -0.258
H 0.89523 -1.80565 -1.48264 0.02 -0.10 0.46 0.226
H 2.13451 -2.70722 -0.56591 -0.37 0.26 0.19 0.255
H 0.42893 -3.11384 -0.35617 0.22 0.44 0.06 0.255
H 0.55090 0.25311 -0.78572 0.05 -0.31 -0.21 0.183
H -1.57232 1.68809 -1.17481 0.06 0.08 -0.05 0.206
H -2.63275 2.09716 0.16001 0.24 -0.36 0.19 0.214
H -0.91759 2.55354 0.23321 -0.12 -0.16 -0.03 0.235
H -2.01753 -0.81860 -1.04463 0.00 0.03 0.38 0.217
H -1.82361 -1.64560 0.53651 -0.08 0.24 -0.14 0.216
H -3.15766 -0.48963 0.27998 0.41 -0.05 -0.09 0.215
H -2.11180 0.48005 2.24866 0.66 0.14 0.04 0.463
```
Positions in Å, forces in eV/Å.

Relative energy (zero: lowest compared OMol25 entry of this formula, charge and spin), kcal/mol: 76.1
Frontier orbital gap (spin up / spin down), eV: 7.576 / 7.258
HOMO level (spin up / spin down), eV: -9.20 / -9.41

No. 6
ORCA calculation (the ωB97M-V functional and the def2-TZVPD basis) on the molecule C6H11NP2 in a non-equilibrium geometry.

The geometry in XYZ format:
```
20
Properties=species:S:1:pos:R:3:forces:R:3:nbo_charge:R:1
C -2.57556 1.22303 0.01622 -1.77 0.24 1.82 -0.591
C -1.24939 1.12039 -0.03019 4.01 -2.60 0.16 0.196
C -0.10487 2.14070 -0.05986 0.77 -1.82 -1.24 -0.661
C 0.93993 -2.03885 -0.91109 -1.57 2.24 1.00 -0.622
C 1.49999 -0.54745 1.11841 0.17 -1.52 -0.30 -0.629
C 0.71820 -0.62146 -0.24842 1.93 1.74 -0.55 -0.028
N -0.67835 -0.28763 -0.04775 -3.35 1.83 -0.79 -0.695
P -3.54287 -0.33894 0.20164 0.40 1.47 -0.47 0.173
P -1.91421 -1.49721 -0.06157 0.72 0.17 0.42 0.417
H -3.05315 2.18872 0.37256 0.64 -1.15 -1.04 0.247
H 0.77152 1.80247 0.61529 -1.78 1.21 -0.80 0.236
H -0.46608 3.14600 -0.02485 -0.02 0.62 0.77 0.235
H 0.33187 2.06943 -1.10462 -0.36 0.07 0.99 0.221
H -0.06522 -2.45802 -1.04593 0.89 -0.82 0.45 0.231
H 1.33932 -1.93619 -1.86624 0.67 0.41 -1.81 0.214
H 1.69619 -2.49681 -0.33111 0.13 -1.33 0.72 0.219
H 1.21496 -1.44773 1.77671 0.71 1.06 -1.15 0.217
H 1.34487 0.30072 1.77568 -0.36 0.38 -0.33 0.213
H 2.57632 -0.52301 0.81882 -0.63 -0.45 0.65 0.211
H 1.21653 0.20183 -0.96374 -1.20 -1.76 1.50 0.195
```
Positions in Å, forces in eV/Å.

Relative energy (zero: lowest compared OMol25 entry of this formula, charge and spin), kcal/mol: 15.7
Frontier orbital gap, eV: 8.626
HOMO level, eV: -8.31